The following is a quantum chemistry calculation of a cluster of 6 separate species, H12O6 in total, from the Open Molecules 2025 dataset.

The geometry in XYZ format:
```
18
Properties=species:S:1:pos:R:3:lowdin_charge:R:1
O -3.43 0.60 0.24 -0.054
H -3.92 1.39 -0.02 0.038
H -3.88 -0.13 -0.22 0.040
O -2.13 -2.44 -1.44 -0.074
H -1.33 -2.01 -1.09 0.001
H -1.85 -2.85 -2.26 0.030
O 2.50 0.88 -2.20 -0.062
H 1.56 0.88 -2.43 0.016
H 2.97 0.91 -3.04 0.026
O 0.62 0.09 2.19 -0.038
H 0.02 0.75 2.56 0.073
H 0.46 -0.70 2.71 0.070
O 3.29 1.14 1.68 -0.069
H 3.74 1.00 2.52 0.025
H 2.47 0.63 1.75 -0.013
O -0.24 -0.17 -0.67 -0.055
H -1.00 0.39 -0.45 0.027
H 0.16 -0.37 0.18 0.017
```

**Total energy**: -12479.934 eV
**HOMO-LUMO gap**: 11.1 eV
**SMILES string**: O.O.O.O.O.O

=====

The following is a quantum chemistry calculation of a cluster of 6 separate species, H12O6 in total, from the Open Molecules 2025 dataset.

The geometry in XYZ format:
```
18
Properties=species:S:1:pos:R:3:lowdin_charge:R:1
O -18.62 12.18 8.40 -0.022
H -18.04 12.21 7.68 0.019
H -18.64 11.31 8.84 0.076
O -20.17 12.80 6.15 -0.023
H -19.44 13.34 5.93 -0.031
H -19.88 12.48 6.98 -0.009
O -20.05 11.68 3.77 -0.044
H -20.09 12.06 4.61 -0.059
H -19.60 10.82 3.81 0.053
O -18.12 14.35 5.36 -0.020
H -18.16 14.75 4.46 0.100
H -17.57 13.62 5.22 0.005
O -20.61 9.71 5.99 -0.004
H -19.71 9.73 6.25 0.014
H -21.05 10.50 6.18 -0.003
O -17.54 12.49 2.87 -0.079
H -17.18 11.65 2.51 0.056
H -18.28 12.33 3.46 -0.030
```

**Total energy**: -12479.458 eV
**HOMO-LUMO gap**: 11.0 eV
**SMILES string**: O.O.O.O.O.O

=====

The following is a quantum chemistry calculation of a cluster of 6 separate species, H12O6 in total, from the Open Molecules 2025 dataset.

The geometry in XYZ format:
```
18
Properties=species:S:1:pos:R:3:lowdin_charge:R:1
O -0.85 2.16 -0.98 -0.084
H -0.43 2.46 -1.82 0.083
H -0.40 3.00 -0.57 0.140
O -3.40 1.11 -0.51 0.008
H -2.68 0.90 -0.91 -0.112
H -3.72 0.19 -0.49 0.067
O 2.93 1.36 -0.26 -0.051
H 2.06 1.17 -0.56 -0.028
H 3.28 0.55 0.11 0.030
O 1.22 -1.25 1.74 -0.083
H 1.40 -2.20 1.99 0.098
H 0.86 -0.83 2.55 0.094
O -0.58 -3.03 0.20 -0.041
H -0.23 -2.12 0.40 0.010
H -0.02 -3.60 -0.23 -0.022
O 0.28 -0.16 -0.60 -0.116
H 0.44 -0.37 0.43 0.062
H -0.16 0.67 -0.51 -0.057
```

**Total energy**: -12478.353 eV
**HOMO-LUMO gap**: 11.1 eV
**SMILES string**: O.O.O.O.O.O

=====

Going through the records in order, we get energy relative to the best compared isomer or geometry (same formula, charge and spin) values of 1.179, 1.655, 2.761 eV.
Going through the records in order, we get maximum force values of 0.323, 3.089, 8.790 eV/Å.